Version A
This record from the OMol25 dataset describes a cluster of 4 separate species, C2H12NO4 in total. The level of theory is wB97M-V/def2-TZVPD.

XYZ file:
```
19
Properties=species:S:1:pos:R:3:nbo_charge:R:1
C 0.488 -0.224 -1.591 -0.065
O 0.766 -1.551 -2.028 -0.771
C -0.815 -0.080 -0.827 -0.252
N -0.665 -0.556 0.568 -0.899
H 0.409 0.357 -2.512 0.159
H 1.320 0.151 -0.987 0.161
H -1.568 -0.677 -1.347 0.176
H -1.071 0.984 -0.801 0.194
H -0.255 -1.896 0.531 0.462
H -1.569 -0.699 1.006 0.350
H 0.773 -3.091 0.971 0.444
H 0.521 -2.165 -1.303 0.501
O 0.032 -2.989 0.412 -1.085
H 1.328 1.275 1.758 0.432
H -0.216 0.316 1.182 0.456
O 0.364 1.372 1.874 -1.178
H -0.839 4.062 1.515 0.439
H 0.043 2.782 1.276 0.511
O -0.164 3.721 0.918 -1.036
```

Calculated values
**Multiplicity**: 1
**Lowest unoccupied orbital energy**: 4.06 eV
**Charge**: -1
**Molar mass**: 114.12 g/mol

***

Version B
This record from the OMol25 dataset describes a cluster of 4 separate species, C2H12NO4 in total. The level of theory is wB97M-V/def2-TZVPD.

XYZ file:
```
19
Properties=species:S:1:pos:R:3:nbo_charge:R:1
C 1.578 0.128 1.110 -0.033
O 2.388 0.113 0.029 -0.930
C 0.287 -0.808 0.952 -0.237
N -0.016 -1.058 -0.428 -0.885
H 2.107 -0.188 2.038 0.100
H 1.156 1.149 1.312 0.075
H 0.453 -1.732 1.508 0.162
H -0.472 -0.226 1.452 0.133
H -0.297 -0.210 -0.917 0.363
H 0.846 -1.237 -0.898 0.385
H 1.991 1.859 -2.317 0.447
H 1.684 0.910 -1.057 0.501
O 1.295 1.397 -1.855 -1.055
H -2.157 -1.012 -2.696 0.454
H -1.253 -1.841 -1.820 0.499
O -1.998 -1.928 -2.444 -0.978
H -2.908 2.222 1.728 0.471
H -1.958 0.981 2.005 0.486
O -2.726 1.481 2.295 -0.960
```

Calculated values
**Multiplicity**: 1
**Lowest unoccupied orbital energy**: 3.51 eV
**Charge**: -1
**Molar mass**: 114.12 g/mol

***

Of them, the most stable is version A and the least stable is version B.

***

Version A
This record from the OMol25 dataset describes the ion C9H13N5S with charge +2. The level of theory is wB97M-V/def2-TZVPD.

XYZ file:
```
28
Properties=species:S:1:pos:R:3:nbo_charge:R:1
C -0.104 1.381 1.592 0.117
C 1.250 0.860 -0.429 0.539
C -0.770 -0.341 0.233 0.658
C 0.977 1.746 0.706 0.051
C -3.143 -2.907 0.974 -0.321
C 1.317 3.244 2.237 -0.431
C -2.620 -1.672 0.832 -0.095
C -1.268 -2.249 -1.216 -0.445
C 2.450 0.379 -2.437 -0.450
N -0.870 0.363 1.394 -0.489
N 1.705 2.740 1.029 -0.219
N 0.310 -0.116 -0.642 -0.572
N -1.607 -1.341 -0.051 -0.291
N 2.263 1.120 -1.214 -0.419
S -0.119 2.360 3.024 0.542
H -4.050 -3.171 1.570 0.262
H -2.881 -3.842 0.458 0.223
H 2.115 3.295 3.105 0.329
H 1.061 4.416 2.054 0.329
H -3.005 -0.879 1.537 0.271
H -0.507 -3.009 -1.183 0.257
H -2.261 -2.586 -1.433 0.271
H -1.094 -1.473 -1.982 0.213
H 2.899 -0.515 -1.959 0.240
H 3.229 0.901 -2.893 0.264
H 1.502 0.184 -3.109 0.254
H 0.534 -0.891 -1.212 0.450
H 2.688 2.002 -0.985 0.464
```

Calculated values
**Multiplicity**: 1
**Lowest unoccupied orbital energy (spin up / spin down)**: -9.53 / -9.53 eV
**Charge**: +2
**Molar mass**: 223.31 g/mol

***

Version B
This record from the OMol25 dataset describes a structure of composition C9H13N5S. The level of theory is wB97M-V/def2-TZVPD.

XYZ file:
```
28
Properties=species:S:1:pos:R:3:nbo_charge:R:1
C -0.924 -0.978 0.113 0.440
C -2.314 1.123 -0.027 -0.069
C 0.409 1.043 0.224 0.620
C -2.171 -0.286 -0.218 0.195
C 3.933 0.957 -0.640 -0.346
C -4.067 -1.790 -0.936 0.148
C 2.714 0.498 -0.243 -0.031
C 1.865 2.935 -0.059 -0.420
C 0.162 -3.046 0.859 -0.418
N 0.227 -0.332 0.107 -0.503
N -3.134 -1.036 -0.581 -0.193
N -0.611 1.780 0.414 -0.610
N 1.705 1.457 0.084 -0.320
N -1.044 -2.293 0.426 -0.511
S -3.433 2.267 0.163 0.530
H 4.651 0.176 -0.685 0.237
H 4.210 1.942 -0.831 0.218
H -4.668 -2.409 -0.289 0.268
H -4.274 -1.764 -1.930 0.247
H 2.283 -0.426 -0.090 0.233
H 2.677 3.171 -0.614 0.235
H 0.939 3.429 -0.578 0.229
H 1.981 3.258 1.033 0.239
H 1.126 -2.623 0.544 0.249
H 0.181 -4.022 0.289 0.248
H 0.054 -3.075 1.859 0.222
H -0.553 2.697 0.860 0.447
H -1.927 -2.653 0.747 0.415
```

Calculated values
**Multiplicity**: 1
**Lowest unoccupied orbital energy**: -10.61 eV
**Charge**: +2
**Molar mass**: 223.31 g/mol

***

Of them, the most stable is version A and the least stable is version B.

***

Version A
This record from the OMol25 dataset describes a cluster of 2 separate species, C4H8P in total. The level of theory is wB97M-V/def2-TZVPD.

XYZ file:
```
13
Properties=species:S:1:pos:R:3:nbo_charge:R:1
C -0.476 0.340 -1.931 -0.427
C -1.547 0.282 -1.145 -0.362
C 0.434 1.961 0.406 -0.932
C 0.619 -2.507 1.265 -0.314
P 0.019 0.284 -0.260 1.038
H -0.245 0.710 -2.909 0.274
H -2.721 0.122 -1.233 0.309
H 1.615 2.139 0.686 0.293
H -0.120 2.047 1.333 0.274
H 0.299 2.593 -0.459 0.271
H 0.799 -3.294 0.599 0.190
H -0.219 -2.501 2.022 0.212
H 1.542 -2.175 1.626 0.175
```

Calculated values
**Multiplicity**: 1
**Lowest unoccupied orbital energy (spin up / spin down)**: -5.06 / -7.23 eV
**Charge**: +1
**Molar mass**: 87.08 g/mol

***

Version B
This record from the OMol25 dataset describes a cluster of 2 separate species, C4H8P in total. The level of theory is wB97M-V/def2-TZVPD.

XYZ file:
```
13
Properties=species:S:1:pos:R:3:nbo_charge:R:1
C -0.879 -1.335 -0.355 -0.222
C -1.639 -0.584 -1.096 -0.340
C 0.560 0.453 -2.620 -0.914
C 0.840 0.523 3.831 -0.484
P 0.027 0.290 -0.844 0.994
H -0.626 -2.266 0.186 0.313
H -2.603 -0.267 -1.622 0.330
H 0.113 -0.337 -3.160 0.268
H 1.638 0.622 -2.807 0.293
H 0.125 1.305 -3.067 0.276
H 0.856 0.830 2.837 0.138
H 1.389 1.076 4.552 0.178
H 0.199 -0.310 4.164 0.170
```

Calculated values
**Multiplicity**: 1
**Lowest unoccupied orbital energy (spin up / spin down)**: -4.45 / -8.28 eV
**Charge**: +1
**Molar mass**: 87.08 g/mol

***

Of them, the most stable is version A and the least stable is version B.